Molecular formula: C5H6N
Method: DFT, ωB97M-V with the def2-TZVPD basis set

```
12
Properties=species:S:1:pos:R:3
C 1.243 0.300 -0.148
C -1.277 1.831 -0.042
C -1.254 0.424 0.028
C 2.599 0.425 0.114
C -1.979 -0.808 0.075
N -0.041 0.964 0.000
H 0.979 -0.665 -0.586
H 3.025 1.279 0.619
H 3.266 -0.353 -0.213
H -1.484 -1.583 0.658
H -2.086 -1.189 -0.950
H -2.990 -0.626 0.445
```

Calculated values
* HOMO-LUMO gap: 0.323 Eh
* molecular weight: 80.11 g mol⁻¹
* E: -6759.17284 eV
* SMILES: C=C[N+]1=C=C1C
* net charge: +1
* energy relative to the best compared isomer or geometry (same formula, charge and spin): 579.4 kJ/mol
* 2S+1: 1